A cluster of 13 separate species, C34H96N2O26 in total, computed with ωB97M-V/def2-TZVPD.

Calculated values
Net charge = +1
Gap between HOMO and LUMO (spin up / spin down) = 8.1 / 3.0 eV
<S²> = 0.75
2S+1 = 2

Geometry (Å):
O1 -11.35 0.40 -25.05
O2 -11.40 -2.52 -33.14
O3 -14.61 1.96 -31.16
O4 -12.41 4.41 -33.34
O5 -11.97 1.03 -32.43
O6 -12.87 6.09 -25.48
O7 -12.39 7.59 -27.64
O8 -7.32 4.35 -27.51
O9 -11.05 9.02 -19.61
O10 -11.32 -2.48 -23.53
O11 -9.68 5.84 -33.96
O12 -7.58 3.29 -30.23
O13 -11.61 1.64 -29.42
O14 -11.29 -7.91 -24.85
O15 -16.69 -0.46 -26.85
O16 -11.04 -3.74 -27.50
O17 -6.95 -0.31 -25.43
O18 -7.07 0.40 -30.89
O19 -8.78 6.90 -27.54
O20 -13.79 -0.71 -25.88
O21 -17.53 2.72 -30.89
O22 -9.43 2.69 -25.16
O23 -7.33 -0.59 -28.12
O24 -16.55 9.78 -24.46
O25 -17.12 8.37 -22.28
O26 -12.47 8.49 -21.76
N1 -13.07 -4.99 -24.87
N2 -13.63 3.41 -27.70
C1 -12.80 -6.06 -23.87
C2 -11.06 -1.20 -32.96
C3 -15.55 -1.01 -27.57
C4 -11.16 -1.15 -23.01
C5 -10.51 -0.14 -24.00
C6 -17.01 1.35 -31.02
C7 -12.01 5.75 -32.96
C8 -14.07 4.23 -26.49
C9 -6.28 -1.36 -26.09
C10 -12.43 3.88 -28.38
C11 -15.65 1.27 -31.79
C12 -10.79 1.21 -28.29
C13 -12.33 -0.25 -32.54
C14 -12.43 9.23 -19.48
C15 -8.40 3.58 -25.47
C16 -15.63 8.70 -24.02
C17 -11.17 -8.66 -26.07
C18 -13.13 4.71 -25.40
C19 -10.94 7.87 -27.76
C20 -12.05 -4.83 -25.85
C21 -15.74 8.64 -22.48
C22 -8.41 2.60 -31.15
C23 -14.28 -0.22 -27.17
C24 -8.34 1.00 -31.07
C25 -11.90 3.10 -29.55
C26 -12.19 6.79 -24.44
C27 -13.04 8.23 -20.43
C28 -12.64 -7.52 -24.55
C29 -11.04 -2.96 -28.62
C30 -12.27 -3.76 -26.85
C31 -10.19 6.49 -27.64
C32 -10.47 5.84 -32.82
C33 -8.01 3.34 -26.91
C34 -7.02 -1.80 -27.34
H1 -10.00 5.18 -32.09
H2 -10.67 -2.90 -33.64
H3 -14.41 3.13 -28.28
H4 -10.35 -1.19 -32.13
H5 -12.41 6.36 -33.77
H6 -12.55 -2.79 -26.44
H7 -9.02 0.72 -30.26
H8 -13.52 -0.55 -27.88
H9 -15.83 1.81 -32.73
H10 -7.93 2.91 -32.07
H11 -9.46 2.89 -31.08
H12 -9.96 -2.88 -28.78
H13 -12.74 10.26 -19.65
H14 -11.18 1.59 -27.34
H15 -9.75 -0.60 -24.63
H16 -8.74 0.63 -32.02
H17 -15.48 9.62 -22.07
H18 -7.04 0.01 -30.01
H19 -6.36 0.00 -24.74
H20 -10.55 -0.92 -33.88
H21 -12.60 1.41 -31.81
H22 -10.75 0.17 -27.99
H23 -11.53 8.65 -21.82
H24 -14.64 8.93 -24.42
H25 -10.51 8.36 -26.89
H26 -16.80 0.96 -30.03
H27 -11.59 -3.46 -29.41
H28 -13.10 -0.20 -25.45
H29 -9.21 5.01 -33.88
H30 -10.91 3.46 -29.84
H31 -15.26 7.74 -22.11
H32 -13.40 -7.58 -25.33
H33 -16.43 9.78 -25.41
H34 -17.07 3.21 -31.58
H35 -13.20 -0.53 -33.14
H36 -7.80 0.02 -27.55
H37 -11.15 -8.05 -26.97
H38 -13.75 -6.11 -23.34
H39 -13.08 -8.14 -23.77
H40 -8.94 3.17 -27.47
H41 -12.59 3.31 -30.36
H42 -11.23 -2.39 -24.48
H43 -8.28 6.09 -27.50
H44 -12.48 8.95 -18.43
H45 -11.62 3.73 -27.67
H46 -10.64 5.91 -26.83
H47 -6.69 2.97 -30.37
H48 -14.47 0.85 -27.09
H49 -14.77 5.03 -26.73
H50 -10.70 9.09 -18.72
H51 -11.97 -9.40 -26.14
H52 -6.38 -2.50 -27.88
H53 -12.48 4.94 -28.65
H54 -11.99 -5.98 -23.16
H55 -17.52 8.77 -23.05
H56 -12.15 7.84 -24.74
H57 -15.24 0.26 -31.86
H58 -12.20 4.18 -25.62
H59 -10.74 -1.36 -22.02
H60 -12.64 6.65 -23.47
H61 -11.43 -1.95 -28.45
H62 -15.92 7.78 -24.52
H63 -12.46 -0.61 -31.52
H64 -14.10 8.44 -20.33
H65 -7.58 2.35 -27.08
H66 -15.43 -2.08 -27.38
H67 -9.98 0.70 -23.55
H68 -7.88 -2.39 -27.02
H69 -14.64 3.47 -25.95
H70 -7.33 4.12 -28.44
H71 -12.79 -4.15 -24.37
H72 -10.61 8.37 -28.67
H73 -6.36 -2.17 -25.36
H74 -12.48 6.06 -32.03
H75 -14.66 2.89 -31.40
H76 -10.21 -9.17 -25.97
H77 -13.54 4.48 -24.42
H78 -15.63 -0.76 -28.62
H79 -12.47 7.25 -26.75
H80 -17.80 0.81 -31.53
H81 -11.11 1.29 -25.32
H82 -7.59 3.37 -24.78
H83 -12.12 -0.73 -22.72
H84 -9.38 2.60 -24.21
H85 -12.92 7.19 -20.15
H86 -9.76 1.54 -28.42
H87 -11.06 -4.72 -25.42
H88 -12.00 -5.73 -26.47
H89 -11.18 6.41 -24.61
H90 -16.62 -0.89 -25.99
H91 -10.19 6.06 -28.64
H92 -10.30 6.79 -32.30
H93 -11.76 4.12 -33.98
H94 -5.25 -1.05 -26.27
H95 -13.10 -4.14 -27.45
H96 -8.77 4.58 -25.27

***

A cluster of 11 separate species, C34H96N6O16 in total, computed with ωB97M-V/def2-TZVPD.

Calculated values
Net charge = 0
Gap between HOMO and LUMO = 9.2 eV
Energy relative to the best compared isomer or geometry (same formula, charge and spin) = 4.6 kcal/mol
SMILES = COC[C@H](C)N.COC[C@H](C)N.COC[C@H](C)N.COC[C@H](C)N.COC[C@H](C)N.COC[C@H](C)N.OCCO.OCCO.OCCO.OCCO.OCCO

Geometry (Å):
O1 4.46 2.20 4.73
O2 -2.67 -4.21 -1.43
O3 -1.49 -0.63 0.72
O4 1.96 1.23 4.43
O5 -0.62 -5.05 0.60
O6 -3.63 -0.22 -3.74
O7 -1.18 5.85 -3.23
O8 1.03 -1.51 -2.92
O9 1.00 3.96 -3.77
O10 -4.56 3.11 2.63
O11 -3.58 -1.07 3.68
O12 4.67 -3.38 1.88
O13 -0.96 -4.22 -3.50
O14 1.46 -7.02 1.07
O15 5.62 0.91 -0.98
O16 -1.25 2.09 0.77
N1 -2.00 -3.26 2.29
N2 -2.39 1.72 3.15
N3 3.23 -0.31 0.68
N4 -2.80 1.84 -2.02
N5 3.99 2.77 -3.76
N6 1.35 1.48 -5.12
C1 3.10 2.52 -1.44
C2 6.89 1.55 -0.85
C3 2.35 2.31 3.60
C4 -0.72 0.16 -4.40
C5 -3.40 -2.40 4.09
C6 -4.76 1.19 -0.57
C7 3.85 2.34 3.44
C8 -3.61 3.82 3.42
C9 -4.46 0.31 -2.81
C10 -1.99 -3.31 -3.59
C11 -0.12 3.68 -2.99
C12 2.61 -1.48 2.65
C13 0.76 0.52 -4.12
C14 -5.49 3.96 1.99
C15 -0.97 -1.95 4.14
C16 4.15 -2.44 0.95
C17 5.05 -4.58 1.24
C18 -1.53 3.52 4.75
C19 1.76 -2.70 -2.83
C20 -0.56 4.98 -2.33
C21 -2.75 2.78 4.17
C22 0.76 -4.74 0.65
C23 -4.99 -0.77 3.76
C24 5.04 1.22 -2.20
C25 -3.74 0.79 -1.61
C26 -2.05 -2.94 3.69
C27 -4.24 -0.94 -4.77
C28 -0.49 0.03 -0.09
C29 1.45 -5.68 1.61
C30 1.59 -0.70 -3.99
C31 -2.54 -2.94 -2.21
C32 4.32 2.57 -2.36
C33 -0.10 1.26 0.64
C34 3.68 -1.22 1.65
H1 -3.38 2.37 4.96
H2 -3.42 -2.36 -2.36
H3 -0.49 5.94 -3.96
H4 1.98 3.24 3.94
H5 -1.29 -4.99 -3.03
H6 -0.87 -1.77 5.23
H7 0.82 1.05 -3.14
H8 5.00 3.41 -2.02
H9 -1.86 -3.80 4.27
H10 -1.81 -2.48 -1.56
H11 -3.30 -0.12 -1.17
H12 5.26 -5.37 1.93
H13 3.46 2.30 -0.38
H14 -1.88 1.01 3.62
H15 4.44 0.35 -2.43
H16 0.00 -2.34 3.82
H17 -5.05 1.13 -3.27
H18 -2.93 4.36 2.77
H19 -0.87 -4.53 1.41
H20 0.29 5.45 -1.82
H21 -1.89 -2.45 1.73
H22 4.52 -0.79 2.23
H23 4.89 -2.12 0.16
H24 2.60 -0.48 -3.72
H25 -4.86 -1.85 -4.41
H26 -2.16 2.00 -1.24
H27 5.97 -4.53 0.68
H28 -1.18 -0.94 3.75
H29 2.47 1.29 5.25
H30 -4.17 4.41 4.14
H31 -6.21 3.31 1.50
H32 -0.92 3.31 -3.65
H33 0.55 -7.19 0.86
H34 1.86 2.10 2.67
H35 -5.65 -1.39 3.13
H36 2.36 -0.53 3.22
H37 -3.52 -2.43 5.19
H38 -0.72 0.09 -1.16
H39 0.95 -5.69 2.57
H40 -1.85 -4.25 -0.91
H41 -1.55 -2.48 -4.15
H42 1.84 -3.14 -3.82
H43 -5.03 0.26 3.37
H44 -2.23 0.01 0.80
H45 -5.27 -0.81 4.80
H46 -6.11 4.54 2.68
H47 1.20 -4.90 -0.32
H48 -0.83 -0.24 -5.39
H49 2.50 1.62 -1.68
H50 3.32 -2.95 0.41
H51 -1.28 1.08 -4.50
H52 -5.17 -0.52 -2.53
H53 7.34 1.40 0.10
H54 -5.01 -0.31 -5.30
H55 -5.50 0.39 -0.44
H56 -0.89 4.01 4.01
H57 -2.28 1.58 -2.84
H58 2.76 0.48 1.16
H59 4.21 3.25 2.91
H60 -0.82 2.90 5.32
H61 4.12 1.42 2.89
H62 -1.85 4.34 5.42
H63 -5.40 1.97 -0.97
H64 7.60 1.23 -1.63
H65 2.76 -2.51 -2.48
H66 -3.48 -1.32 -5.46
H67 6.77 2.65 -1.00
H68 -1.29 4.82 -1.58
H69 0.09 2.92 -2.23
H70 1.20 -3.35 -2.17
H71 -4.97 4.61 1.25
H72 1.61 -1.29 -4.93
H73 2.78 -2.22 3.43
H74 1.08 3.22 -4.40
H75 4.89 2.73 -4.22
H76 5.20 1.65 4.77
H77 2.47 -5.30 1.79
H78 4.29 -4.90 0.53
H79 3.54 3.64 -3.95
H80 1.69 -1.77 2.13
H81 2.33 1.65 -5.05
H82 0.21 0.88 1.62
H83 -3.25 1.20 3.02
H84 -4.23 -3.06 3.68
H85 -1.23 -0.53 -3.73
H86 0.71 1.80 0.12
H87 1.00 -3.71 0.92
H88 -2.77 -3.83 1.96
H89 5.86 1.24 -2.94
H90 3.94 0.10 0.11
H91 -4.27 1.55 0.35
H92 1.26 1.12 -6.06
H93 0.38 -0.63 -0.01
H94 2.46 3.40 -1.46
H95 -1.56 2.12 1.69
H96 -2.77 -3.71 -4.25

***

- What is the formula in the second record?
  C34H96N6O16

***

- Which formula does entry 2 have?
  C34H96N6O16

***

- What is the net charge in the first record?
  +1

***

- The highest net charge belongs to which entry?
  C34H96N2O26